Density functional theory data (wB97M-V/def2-TZVPD) for the molecule C3H8N4 in a non-equilibrium geometry.

The geometry in XYZ format:
```
15
Properties=species:S:1:pos:R:3
C -1.04 -0.78 0.46
C 0.37 0.10 -1.41
N -0.49 0.64 -2.42
C 0.69 -0.17 2.19
N -0.22 0.26 -0.07
N 0.28 -0.60 0.95
N 1.51 0.75 2.42
H -0.74 1.61 -2.17
H -1.35 0.12 -2.47
H 1.80 1.26 1.59
H -1.88 -0.46 1.07
H -1.20 -1.67 -0.14
H 0.35 -0.78 3.00
H 1.31 0.68 -1.39
H 0.60 -0.95 -1.62
```

Results
Kohn-Sham gap, eV: 10.19
E_tot, eV: -9198.5527
LUMO energy, eV: 0.877
SMILES string: [H]/N=C\N1CN1CN
E_HOMO, hartree: -0.3424
Relative energy (zero: lowest compared OMol25 entry of this formula, charge and spin), kcal/mol: 71.04
Total charge: 0
Strongest force on any atom, hartree/bohr: 0.0345

The Löwdin scheme yields these atomic charges, measured in e:
1. C -0.135
2. C -0.298
3. N 0.012
4. C -0.306
5. N -0.061
6. N -0.066
7. N 0.100
8. H 0.087
9. H 0.059
10. H 0.039
11. H 0.116
12. H 0.112
13. H 0.109
14. H 0.115
15. H 0.118

Density functional theory data (wB97M-V/def2-TZVPD) for a structure of composition C3H8N2O2 in a non-equilibrium geometry.

The geometry in XYZ format:
```
15
Properties=species:S:1:pos:R:3
H 0.44 -0.68 0.76
O 0.02 -1.50 1.48
N 0.23 0.42 0.01
H 0.56 -1.59 2.27
C -0.78 0.54 -0.92
C 0.67 1.62 0.29
C -1.03 1.87 -1.11
N -0.15 2.58 -0.34
H 0.21 3.46 -0.65
H 1.48 1.92 0.90
H -1.78 2.37 -1.70
H -1.27 -0.41 -1.10
O 0.74 -3.79 0.24
H 0.14 -3.07 0.57
H 0.53 -3.73 -0.70
```

Results
Kohn-Sham gap, eV: 9.85
E_tot, eV: -10315.0886
LUMO energy, eV: 0.454
E_HOMO, hartree: -0.3454
Relative energy (zero: lowest compared OMol25 entry of this formula, charge and spin), kcal/mol: 42.98
Total charge: 0
Strongest force on any atom, hartree/bohr: 0.0593

The Löwdin scheme yields these atomic charges, measured in e:
1. H 0.044
2. O -0.233
3. N 0.015
4. H 0.006
5. C -0.077
6. C -0.102
7. C -0.102
8. N 0.058
9. H 0.144
10. H 0.124
11. H 0.114
12. H 0.120
13. O -0.114
14. H -0.009
15. H 0.013

Density functional theory data (wB97M-V/def2-TZVPD) for a structure of composition C24H25CoN3O3 in a non-equilibrium geometry.

The geometry in XYZ format:
```
56
Properties=species:S:1:pos:R:3
C -0.99 -1.90 -5.18
C -1.64 -1.08 -6.05
H -1.09 -2.98 -5.31
H -0.18 -1.54 -4.54
C -1.73 0.34 -5.80
C -1.33 0.85 -4.60
H -1.18 0.19 -3.77
H -1.31 1.93 -4.46
C -2.25 -1.62 -7.33
H -2.13 -2.71 -7.36
H -1.75 -1.20 -8.22
H -3.31 -1.39 -7.41
C -2.29 1.28 -6.85
H -3.33 1.03 -7.11
H -1.71 1.27 -7.78
H -2.28 2.30 -6.45
Co 0.00 0.30 2.26
O -0.26 -0.19 0.42
C 0.28 0.30 -0.63
O 0.77 2.04 1.68
C 1.43 2.09 0.61
O 2.38 2.98 0.44
N 1.27 1.28 -0.49
C 3.03 2.72 -0.86
C 2.16 1.73 -1.57
H 4.02 2.30 -0.67
H 3.11 3.68 -1.38
H 2.73 0.88 -1.98
H 1.58 2.21 -2.37
C -0.08 -0.17 -1.94
C -0.94 -1.23 -2.05
H 0.44 0.33 -2.76
H -1.27 -1.70 -1.12
H -1.30 -1.64 -2.98
C 2.20 -3.08 3.52
C 1.57 -2.16 2.67
N 0.83 -1.16 3.18
C 0.68 -1.05 4.54
C 1.32 -1.92 5.45
C 2.09 -2.97 4.90
C 1.13 -1.64 6.84
C 0.37 -0.57 7.28
C -0.27 0.33 6.36
C -1.03 1.47 6.68
C -1.55 2.26 5.67
C -1.31 1.94 4.32
N -0.60 0.84 3.99
C -0.11 0.05 4.98
H 2.78 -3.88 3.06
H 1.65 -2.19 1.59
H 2.57 -3.67 5.57
H 1.60 -2.31 7.56
H 0.25 -0.38 8.34
H -1.20 1.71 7.73
H -2.14 3.15 5.89
H -1.67 2.55 3.49
```

Results
2S+1: 4
Kohn-Sham gap (spin up / spin down), eV: 5.63 / 5.47
E_tot, eV: -73519.0673
LUMO energy (spin up / spin down), eV: -6.854 / -7.021
E_HOMO (spin up / spin down), hartree: -0.4589 / -0.4589
Relative energy (zero: lowest compared OMol25 entry of this formula, charge and spin), kcal/mol: 0.00
Total charge: +2
Strongest force on any atom, hartree/bohr: 0.0480

The Löwdin scheme yields these atomic charges, measured in e:
1. C 0.029
2. C -0.305
3. H 0.076
4. H 0.053
5. C -0.305
6. C 0.050
7. H -0.023
8. H 0.071
9. C -0.047
10. H 0.082
11. H 0.098
12. H 0.089
13. C -0.050
14. H 0.093
15. H 0.092
16. H 0.077
17. Co 0.874
18. O -0.042
19. C -0.288
20. O 0.043
21. C -0.408
22. O 0.133
23. N 0.096
24. C -0.040
25. C -0.066
26. H 0.148
27. H 0.151
28. H 0.152
29. H 0.146
30. C -0.052
31. C 0.176
32. H 0.098
33. H 0.102
34. H 0.052
35. C -0.004
36. C -0.047
37. N 0.000
38. C -0.127
39. C -0.117
40. C 0.054
41. C 0.022
42. C 0.025
43. C -0.114
44. C 0.054
45. C 0.003
46. C -0.037
47. N -0.006
48. C -0.127
49. H 0.126
50. H 0.126
51. H 0.141
52. H 0.133
53. H 0.134
54. H 0.141
55. H 0.129
56. H 0.132

Density functional theory data (wB97M-V/def2-TZVPD) for a cluster of 2 separate species, C5H10O2 in total in a non-equilibrium geometry.

The geometry in XYZ format:
```
17
Properties=species:S:1:pos:R:3
C 0.01 -0.50 -3.39
C -0.79 -0.63 -2.34
C -0.33 -0.38 -0.94
C -0.88 -0.32 0.27
O -2.23 -0.41 0.53
C -0.13 -0.24 1.51
H -0.06 -0.87 -4.48
H 0.79 0.22 -3.32
H -1.94 -0.45 -2.58
H 0.57 0.21 -0.93
H -2.82 -0.73 -0.21
H -0.41 0.71 1.90
H 0.97 -0.34 1.20
H -0.45 -1.07 2.16
H 2.80 1.42 4.24
H 2.60 2.05 2.90
O 2.29 1.32 3.47
```

Results
Kohn-Sham gap, eV: 8.70
E_tot, eV: -9438.9087
LUMO energy, eV: 0.779
SMILES string: C=C/C=C(/C)O.O
E_HOMO, hartree: -0.2912
Relative energy (zero: lowest compared OMol25 entry of this formula, charge and spin), kcal/mol: 95.34
Total charge: 0
Strongest force on any atom, hartree/bohr: 0.0753

The Löwdin scheme yields these atomic charges, measured in e:
1. C -0.047
2. C -0.201
3. C -0.099
4. C -0.422
5. O 0.016
6. C -0.038
7. H 0.081
8. H 0.038
9. H 0.136
10. H 0.101
11. H 0.130
12. H 0.075
13. H 0.117
14. H 0.105
15. H -0.004
16. H 0.053
17. O -0.042

- Which of these has the lowest strongest force on any atom?
  C3H8N4